Molecular formula: C22H24F3N2
Method: DFT, ωB97M-V with the def2-TZVPD basis set

```
51
Properties=species:S:1:pos:R:3
F 0.97655 6.08137 -1.93041
C 0.51388 4.93970 -1.32297
C -0.79908 4.61551 -1.63163
C -1.42131 3.73922 -0.69774
C -0.79366 3.24442 0.42940
C 0.54430 3.52574 0.65895
C 1.15254 2.96907 1.95351
C 2.41377 3.84107 2.33016
C 2.73678 5.15678 1.88616
C 4.08559 5.55486 1.84870
F 4.44731 6.67006 1.12454
C 5.12617 4.78948 2.37041
C 4.67670 3.69657 3.08088
F 5.63991 2.91751 3.66962
C 3.38366 3.19664 3.08687
N 1.13646 1.25909 2.00306
C 2.27044 0.62973 1.33602
C 2.67589 -0.62591 2.07193
C 1.60822 -1.68083 2.02798
N 0.28482 -1.00616 2.00596
C 0.12421 0.34969 2.22582
C -1.23780 0.68544 2.73931
C -1.90955 -0.25820 3.75449
C -2.70849 -1.43981 3.12007
C -1.81010 -2.50762 2.54159
C -0.76039 -1.92762 1.51998
C 1.23616 4.28393 -0.30220
H -1.34041 5.16012 -2.41730
H -2.46295 3.49772 -0.81509
H -1.34794 2.65914 1.14678
H 0.33170 3.16909 2.76686
H 2.00838 5.84715 1.43324
H 6.19217 5.08481 2.30507
H 3.13916 2.28565 3.61329
H 2.09942 0.48064 0.27187
H 3.08249 1.34666 1.42066
H 3.57285 -1.04288 1.62278
H 2.92184 -0.30427 3.07674
H 1.75940 -2.34832 1.14828
H 1.64452 -2.33480 2.92150
H -1.94921 0.81977 1.90322
H -1.15578 1.66634 3.16595
H -2.60048 0.32957 4.37708
H -1.16722 -0.70316 4.41165
H -3.37520 -1.88860 3.87279
H -3.35788 -1.02649 2.33082
H -1.32291 -3.09788 3.33920
H -2.41476 -3.18831 1.94344
H -1.36080 -1.40021 0.76969
H -0.29676 -2.81472 1.03435
H 2.31281 4.49244 -0.30389
```

Calculated values
SMILES string	Fc1cccc([C@H](c2cc(F)cc(F)c2)N2CCC[N+]3=C2CCCCC3)c1
energy above the lowest of the compared OMol25 structures with the same formula, charge and spin	64.9	kcal/mol
charge	+1

=====

Molecular formula: C4H8OS
Method: DFT, ωB97M-V with the def2-TZVPD basis set

```
14
Properties=species:S:1:pos:R:3
O -1.03756 1.83084 -0.53077
C -0.55408 0.63748 0.09310
C -0.19985 -0.50074 -0.92051
C 0.67360 -1.46458 -0.05783
S 1.39187 -0.61348 1.26579
C 0.70037 0.94805 0.94143
H -1.93897 1.66856 -0.85879
H -1.29376 0.07401 0.71481
H -1.16228 -0.98552 -1.11797
H 0.28196 -0.14685 -1.83622
H 1.36516 -2.09942 -0.58525
H 0.03453 -2.25133 0.38200
H 0.25956 1.22651 1.91791
H 1.47944 1.67647 0.59230
```

Calculated values
SMILES string	O[C@H]1CCSC1
energy above the lowest of the compared OMol25 structures with the same formula, charge and spin	18.3	kcal/mol
charge	0

=====

Molecular formula: C33H39InN5OSi
Method: DFT, ωB97M-V with the def2-TZVPD basis set

```
80
Properties=species:S:1:pos:R:3
In 0.03814 -1.24496 -1.65542
C 4.48958 3.38204 -4.48852
C 3.35292 2.72999 -3.75121
C 2.02315 3.05243 -4.02157
C 0.98702 2.44848 -3.34044
C 1.20944 1.49825 -2.33388
N 0.13638 0.92662 -1.62303
C -0.75587 1.80627 -1.01157
C -0.28863 3.04372 -0.51727
C -1.09585 3.95390 0.12416
C -2.44094 3.67769 0.36336
C -3.32521 4.64548 1.10054
C -2.91359 2.46042 -0.07965
C -2.11818 1.54343 -0.77388
N -2.78585 0.37335 -1.24475
C -4.08277 0.29477 -1.61718
C -4.37207 -1.03010 -1.85833
C -3.17300 -1.69987 -1.62069
N -2.22466 -0.84278 -1.24765
C 2.54461 1.15938 -2.09153
C 3.58808 1.76188 -2.79144
N 2.89679 0.21457 -1.08348
C 3.86163 0.35646 -0.15353
C 3.98106 -0.85078 0.50385
C 3.03277 -1.67933 -0.10278
N 2.39292 -1.02856 -1.07136
H 4.17012 4.31467 -4.95003
H 4.86135 2.72881 -5.28086
H 5.32203 3.59295 -3.81777
H 1.79902 3.78140 -4.79120
H -0.03649 2.71964 -3.56621
H 0.75699 3.28193 -0.65199
H -0.67348 4.89157 0.46582
H -3.05537 5.67339 0.86210
H -3.22232 4.51699 2.18035
H -4.37307 4.49322 0.84512
H -3.94370 2.20151 0.13033
H -4.70547 1.16621 -1.70613
H -5.31092 -1.44532 -2.17938
H -2.95020 -2.75252 -1.68103
H 4.60584 1.45609 -2.57605
H 4.37305 1.29328 -0.01195
H 4.66444 -1.09752 1.29724
H 2.79506 -2.71055 0.10463
C -1.11271 -4.16528 -3.73173
Si 0.08305 -3.80180 -2.32390
C -0.39559 -4.55774 -0.66337
C 1.85763 -4.20277 -2.80340
H -1.29436 -5.23967 -3.81271
H -0.69597 -3.82684 -4.68117
H -2.07518 -3.67327 -3.59181
H -0.21994 -5.63517 -0.63452
H -1.44824 -4.38382 -0.43201
H 0.19438 -4.09350 0.12951
H 1.96236 -5.25706 -3.06985
H 2.54127 -3.99747 -1.97897
H 2.17494 -3.60811 -3.66070
C -1.44583 -0.49937 7.09014
C -1.02301 -0.52911 5.65253
C -1.89270 -0.93149 4.64596
C -1.50061 -0.97730 3.31861
C -2.49505 -1.40710 2.27721
C -0.18336 -0.58963 2.98322
C 0.30600 -0.65688 1.62396
O -0.21125 -1.30470 0.71722
C 0.69937 -0.13553 3.99090
C 2.10734 0.31297 3.69210
C 0.26537 -0.12904 5.30168
H -2.36031 -1.06609 7.25345
H -1.62313 0.53056 7.40743
H -0.65902 -0.90368 7.72654
H -2.90441 -1.21843 4.90834
H -3.49633 -1.43328 2.70410
H -2.25428 -2.39894 1.89279
H -2.48951 -0.73033 1.42227
H 1.19657 -0.04915 1.40316
H 2.11230 1.20214 3.05751
H 2.68886 -0.46213 3.19474
H 2.61341 0.56608 4.62155
H 0.94318 0.19444 6.08344
```

Calculated values
energy above the lowest of the compared OMol25 structures with the same formula, charge and spin	1.7	kcal/mol
charge	+1

=====

Molecular formula: C27H35ClN3O4RuS2
Method: DFT, ωB97M-V with the def2-TZVPD basis set

```
73
Properties=species:S:1:pos:R:3
Ru -0.65428 -0.63879 -0.03869
O -2.64151 -0.04587 -0.47502
C -3.80171 -0.53556 0.24479
C -3.95597 -2.04202 0.21432
C -2.67258 -2.77840 0.61243
C -2.08056 -2.26236 1.89481
C -2.55303 -2.69175 3.12426
C -1.98596 -2.20638 4.28975
C -0.93299 -1.30751 4.19948
C -0.50937 -0.90393 2.95276
N -1.09259 -1.34420 1.82611
H -2.68319 -0.25378 -1.42725
H -4.67706 -0.03557 -0.16820
H -3.65985 -0.18642 1.26706
H -4.27323 -2.38051 -0.77423
H -4.76647 -2.28882 0.90418
H -1.94101 -2.70435 -0.19662
H -2.85648 -3.84883 0.70499
H -3.34373 -3.42978 3.15269
H -2.34575 -2.54006 5.25390
H -0.43665 -0.92662 5.08030
H 0.31745 -0.22203 2.82324
O 1.25916 -1.03570 0.61438
S 2.44153 -1.73420 -0.10690
C 2.77933 -0.87916 -1.62902
C 2.39714 0.43184 -1.86746
C 2.73030 1.00765 -3.08521
C 3.44854 0.28619 -4.03113
C 3.83178 -1.02191 -3.77066
C 3.48569 -1.61832 -2.56732
C 3.82794 -1.20794 0.86879
C 3.82054 -0.00420 1.55665
C 4.95360 0.35709 2.26685
C 6.06879 -0.47370 2.27594
C 6.05752 -1.67544 1.58320
C 4.92542 -2.05618 0.87690
H 1.87291 1.00088 -1.11206
H 2.44855 2.03249 -3.29121
H 3.71270 0.74637 -4.97382
H 4.38583 -1.58547 -4.50883
H 3.74925 -2.65094 -2.37281
H 2.94809 0.63568 1.53335
H 4.97163 1.29149 2.81156
H 6.94909 -0.18347 2.83341
H 6.92320 -2.32315 1.60154
H 4.89759 -3.00379 0.35244
Cl 0.85879 -3.54328 -3.86691
C -0.18089 -2.12208 -3.83637
C -0.41826 -1.57836 -2.45843
O -0.09554 -2.21272 -1.40795
O -0.98719 -0.43962 -2.32870
H -1.15108 -2.39395 -4.25430
H 0.24227 -1.33469 -4.45598
C -1.87158 4.62668 -1.04758
N -1.31412 3.27401 -0.89232
C -0.35402 2.90566 -1.94055
C -1.42293 2.57568 0.22972
S -0.13200 1.44998 0.68905
N -2.44376 2.75113 1.06698
C -3.78085 3.15300 0.61535
C -2.39250 2.32436 2.46735
H -1.06433 5.27224 -1.39039
H -2.22808 5.00517 -0.09684
H -2.67388 4.64728 -1.78370
H -0.65132 3.42223 -2.85030
H -0.37012 1.83827 -2.12837
H 0.65202 3.22540 -1.66390
H -3.85040 3.09275 -0.46562
H -4.03836 4.15794 0.94720
H -4.49832 2.45653 1.05050
H -1.38282 2.39456 2.85648
H -2.75375 1.30062 2.58150
H -3.03661 2.98865 3.04044
```

Calculated values
energy above the lowest of the compared OMol25 structures with the same formula, charge and spin	25.1	kcal/mol
spin multiplicity	2
charge	+2

=====

Number 1: energy -34327.8105 eV. Number 2: energy -17159.6587 eV. Number 3: energy -57399.9395 eV. Number 4: energy -77989.2112 eV.